Here is a 14-piece molecular cluster, C5H40N3O13 overall in a non-equilibrium geometry from the OMol25 dataset. Energies are from ωB97M-V/def2-TZVPD.

## Properties
- multiplicity = 2
- gap between HOMO and LUMO (spin up / spin down) (eV) = 1.81 / 8.41
- max |F| (hartree/bohr) = 0.08454
- E_tot (hartree) = -1356.64594
- expectation value of S² = 0.751
- net charge = 0

Cartesian coordinates (Å):
C 2.816 2.951 -1.665
C 3.379 1.890 -2.600
C 2.445 0.519 -2.770
C 1.596 0.370 -1.480
N 0.371 -0.370 -1.836
C -0.719 -0.057 -1.182
N -1.090 1.066 -0.597
N 1.761 3.885 -2.074
H 2.784 2.732 -0.573
H 3.713 3.560 -1.429
H 3.584 2.177 -3.681
H 4.319 1.528 -2.254
H 3.066 -0.322 -2.788
H 1.832 0.671 -3.651
H 2.225 -0.168 -0.683
H 1.605 1.342 -1.000
H 0.747 -1.260 -2.124
H -1.548 -0.775 -1.244
H -2.064 1.247 -0.371
H -0.558 1.912 -0.660
H 1.185 4.305 -1.315
H 1.171 3.454 -2.761
H -0.293 2.126 2.083
H -0.347 3.309 0.974
O -0.846 2.716 1.560
H -3.375 -1.014 0.142
H -4.094 -1.377 -1.181
O -3.341 -0.895 -0.806
H -1.382 -5.259 0.113
H -2.343 -5.267 1.233
O -1.932 -4.618 0.634
H -0.189 -0.701 4.773
H -0.054 0.123 3.699
O 0.365 -0.741 3.938
H -0.805 -2.738 0.217
H -1.015 -1.767 1.498
O -1.271 -1.970 0.585
H 1.063 4.930 0.849
H -0.150 5.596 0.378
O 0.423 4.862 0.116
H -4.674 0.514 -0.037
H -4.575 1.865 0.798
O -4.413 1.431 -0.036
H -3.637 -2.985 -0.310
H -4.683 -3.867 0.230
O -4.616 -3.036 -0.245
H -1.605 -3.620 -1.712
H -0.536 -4.581 -2.422
O -0.662 -3.829 -1.709
H 1.361 1.437 3.289
H 1.156 2.715 4.239
O 0.751 1.932 3.879
H 4.114 1.367 2.986
H 3.027 1.948 4.033
O 3.161 1.635 3.141
H 1.447 -3.337 -3.043
H 2.205 -3.567 -1.730
O 1.604 -2.959 -2.174
H -0.782 -2.952 3.308
H -0.854 -4.161 2.242
O -0.820 -3.918 3.208

Here is C5H43NO16Si2 as an isolated structure in a non-equilibrium geometry from the OMol25 dataset. Energies are from ωB97M-V/def2-TZVPD.

## Properties
- gap between HOMO and LUMO (eV) = 9.85
- max |F| (hartree/bohr) = 0.03444
- E_tot (hartree) = -2053.92527
- net charge = 0

Cartesian coordinates (Å):
C -1.928 -3.112 -1.552
N -1.143 -3.414 -0.349
C -1.388 -4.762 0.207
C 0.205 -3.118 -0.509
O 0.670 -2.676 -1.523
C 1.139 -3.314 0.681
Si 1.406 -1.749 1.730
C -0.192 -0.884 2.223
O 2.512 -0.715 1.022
Si 1.831 0.344 -0.089
H -2.808 -3.743 -1.583
H -2.305 -2.097 -1.474
H -1.386 -3.274 -2.479
H -0.484 -5.331 0.389
H -1.929 -4.663 1.146
H -2.023 -5.372 -0.426
H 0.846 -4.134 1.324
H 2.093 -3.563 0.222
H 2.015 -2.199 3.006
H -0.444 -1.246 3.219
H -0.052 0.190 2.320
H -1.022 -1.155 1.578
H 0.499 -0.099 -0.550
H 1.785 1.739 0.358
H 2.691 0.313 -1.294
O 0.139 3.517 0.778
H -0.702 3.924 1.026
H 0.601 4.209 0.292
O -3.652 -2.537 2.641
H -3.787 -3.361 3.129
H -3.115 -2.784 1.880
O 0.986 -1.742 -4.868
H 0.458 -1.098 -4.385
H 1.354 -2.302 -4.174
O 1.184 -5.027 3.363
H 2.079 -4.711 3.193
H 1.304 -5.916 3.716
O -1.697 3.142 2.847
H -2.226 3.795 3.319
H -1.351 2.567 3.538
O -0.669 0.822 -4.854
H -0.917 1.635 -5.305
H -0.554 0.189 -5.573
O 4.138 3.772 0.675
H 4.235 2.854 0.953
H 3.195 3.863 0.500
O -1.572 5.970 1.877
H -0.799 5.900 2.457
H -1.718 6.917 1.789
O 2.270 1.765 -4.553
H 2.371 0.852 -4.262
H 1.322 1.848 -4.709
O 7.323 4.415 0.307
H 7.425 3.499 0.583
H 6.377 4.504 0.134
O -2.368 2.554 -2.748
H -2.673 3.067 -3.504
H -1.693 1.967 -3.112
O 0.929 6.366 3.445
H 1.442 5.945 4.143
H 1.274 7.265 3.400
O -4.573 -3.700 5.017
H -5.244 -4.229 5.460
H -4.571 -2.864 5.495
O -2.014 0.563 -7.157
H -2.843 0.894 -6.793
H -2.256 -0.280 -7.557

Here is one molecule with the formula C5H4BBr2NO3 in a non-equilibrium geometry from the OMol25 dataset. Energies are from ωB97M-V/def2-TZVPD.

## Properties
- gap between HOMO and LUMO (eV) = 9.21
- max |F| (hartree/bohr) = 0.06789
- structure (SMILES) = CB(O)N1C(=O)C(Br)=C(Br)C1=O
- E_tot (hartree) = -5646.36703
- energy above the lowest of the compared OMol25 structures with the same formula, charge and spin (kcal/mol) = 0.0
- net charge = 0

Cartesian coordinates (Å):
B -0.624 -0.851 0.932
C 1.194 2.049 -0.727
C 1.381 1.129 -1.659
C 0.338 1.449 0.328
C 0.847 -0.164 -1.103
C -1.370 -2.179 0.528
N 0.031 0.140 0.010
O 0.023 2.105 1.279
O 0.960 -1.255 -1.544
O -0.880 -0.417 2.141
Br 1.631 3.802 -0.422
Br 2.226 1.359 -3.372
H -1.249 -2.978 1.307
H -1.349 -2.645 -0.530
H -2.526 -1.989 0.315
H -0.633 0.445 2.516

Here is C5H4BeF6N3O4S2SbSe4 as an isolated structure in a non-equilibrium geometry from the OMol25 dataset. Energies are from ωB97M-V/def2-TZVPD.

## Properties
- gap between HOMO and LUMO (eV) = 5.37
- max |F| (hartree/bohr) = 0.02210
- E_tot (hartree) = -11914.71659
- energy above the lowest of the compared OMol25 structures with the same formula, charge and spin (kcal/mol) = 6.3
- net charge = -2

Cartesian coordinates (Å):
Be -0.809 0.389 -0.312
F 3.815 0.119 -1.582
C 3.084 1.177 -1.251
F 2.276 1.503 -2.224
F 3.920 2.204 -1.007
S 2.196 0.778 0.318
O 1.299 -0.333 0.072
O 3.231 0.588 1.293
N 1.388 2.121 0.512
S 0.201 2.368 1.463
O -0.936 1.467 1.156
O -0.138 3.736 1.674
C 0.691 1.777 3.146
F 1.791 2.400 3.562
F 0.908 0.462 3.156
F -0.295 2.037 4.014
N -2.223 -3.065 0.048
C -1.873 -2.872 1.370
C -1.399 -1.606 1.438
N -1.460 -1.038 0.178
C -1.954 -1.948 -0.639
H -2.604 -3.891 -0.378
H -1.985 -3.634 2.120
H -1.011 -1.060 2.280
H -2.196 -1.831 -1.697
Se -3.419 -1.449 -3.797
Sb -1.148 -0.453 -3.873
Se -1.173 1.438 -2.058
Se 0.457 -2.109 -3.058
Se -0.634 0.726 -5.923